Record 1
{"formula": "C14H12FN2O4S", "method": "wB97M-V/def2-TZVPD", "smiles": "CCOC(=O)[C@@](F)([C@@H](C#N)C=C=[N-])S(=O)(=O)c1ccccc1", "charge": -1, "relative_energy_kj_mol": 0.00, "symbols": ["N", "C", "C", "C", "C", "N", "H", "H", "C", "C", "O", "C", "C", "F", "S", "C", "C", "C", "C", "C", "C", "O", "O", "O", "H", "H", "H", "H", "H", "H", "H", "H", "H", "H"], "positions_angstrom": [[0.07, 0.45, 3.23], [-0.60, -0.22, 2.51], [-1.34, -0.99, 1.56], [-1.00, -0.79, 0.22], [-1.64, -1.49, -0.81], [-2.20, -1.89, -1.76], [-2.35, -1.20, 1.81], [-0.20, -0.07, 0.00], [-2.42, 0.29, 5.98], [-2.43, -1.20, 5.79], [-2.27, -1.29, 4.31], [-2.03, -2.52, 3.84], [-1.86, -2.56, 2.30], [-3.02, -3.13, 1.75], [-0.49, -3.71, 1.78], [-0.99, -5.39, 2.16], [-0.11, -6.23, 2.85], [-0.24, -7.62, 2.69], [-1.31, -8.15, 1.94], [-2.31, -7.28, 1.44], [-2.15, -5.90, 1.58], [-0.32, -3.74, 0.34], [0.61, -3.38, 2.66], [-1.93, -3.51, 4.57], [-2.34, 0.60, 7.01], [-1.58, 0.75, 5.42], [-3.37, 0.62, 5.54], [-1.62, -1.70, 6.31], [-3.38, -1.67, 6.03], [0.69, -5.82, 3.46], [0.53, -8.26, 3.12], [-1.35, -9.22, 1.71], [-3.16, -7.70, 0.90], [-2.91, -5.25, 1.22]]}



Record 2
{"formula": "C3H7ClN2O2", "method": "wB97M-V/def2-TZVPD", "smiles": "[H]/N=C\\[C@@H](C)Cl.O=NO", "relative_energy_kj_mol": 287.04, "symbols": ["C", "C", "C", "N", "N", "O", "O", "Cl", "H", "H", "H", "H", "H", "H", "H"], "positions_angstrom": [[1.31, -1.48, -0.21], [1.44, 0.01, 0.16], [0.19, 1.00, 0.03], [-0.40, 1.77, 0.79], [-2.42, -0.35, -0.39], [-2.85, 0.88, -0.07], [-3.23, -1.19, -0.73], [2.71, 0.73, -0.84], [1.78, -2.22, 0.50], [0.22, -1.85, -0.18], [1.70, -1.70, -1.19], [1.91, 0.19, 1.19], [-0.23, 0.97, -0.99], [0.03, 1.82, 1.79], [-2.16, 1.44, 0.13]]}



Record 3
{"formula": "C25H28N6O", "method": "wB97M-V/def2-TZVPD", "smiles": "CCCCC1=NC2(CCCC2)C(=O)N1Cc1ccc(-c2ccccc2-c2nnn[nH]2)cc1", "relative_energy_kj_mol": 0.00, "symbols": ["C", "C", "C", "H", "H", "C", "C", "N", "C", "C", "O", "N", "C", "C", "C", "C", "C", "C", "C", "H", "H", "C", "C", "C", "C", "C", "C", "C", "N", "N", "N", "N", "H", "H", "H", "H", "H", "H", "H", "H", "H", "C", "C", "C", "C", "H", "H", "H", "H", "H", "H", "H", "H", "H", "H", "H", "H", "H", "H", "H"], "positions_angstrom": [[-0.38, 2.91, 3.32], [-0.62, 2.22, 1.99], [0.61, 1.48, 1.46], [1.45, 2.17, 1.37], [0.39, 1.09, 0.47], [1.03, 0.31, 2.37], [2.09, -0.50, 1.69], [3.31, -0.16, 1.64], [4.03, -1.15, 0.87], [2.96, -2.15, 0.47], [3.06, -3.15, -0.20], [1.80, -1.68, 1.02], [0.52, -2.35, 0.88], [-0.47, -1.51, 0.12], [-1.71, -1.21, 0.65], [-2.59, -0.40, -0.05], [-2.24, 0.12, -1.29], [-0.99, -0.18, -1.82], [-0.12, -0.99, -1.12], [0.85, -1.23, -1.54], [-0.71, 0.21, -2.78], [-3.15, 1.02, -2.02], [-2.74, 2.30, -2.34], [-3.59, 3.18, -2.99], [-4.88, 2.79, -3.32], [-5.30, 1.51, -3.01], [-4.45, 0.62, -2.37], [-4.89, -0.74, -2.11], [-4.17, -1.84, -2.09], [-5.00, -2.84, -1.85], [-6.19, -2.44, -1.73], [-6.19, -1.11, -1.89], [-7.03, -0.56, -1.83], [-6.29, 1.19, -3.31], [-5.54, 3.47, -3.82], [-3.25, 4.18, -3.23], [-1.74, 2.61, -2.07], [-3.56, -0.16, 0.38], [-2.00, -1.61, 1.61], [0.13, -2.61, 1.87], [0.74, -3.27, 0.33], [4.72, -0.53, -0.37], [6.20, -0.47, -0.01], [6.40, -1.75, 0.80], [5.17, -1.79, 1.69], [4.91, -2.80, 2.00], [5.31, -1.18, 2.58], [7.32, -1.75, 1.37], [6.40, -2.61, 0.13], [6.83, -0.42, -0.89], [6.39, 0.40, 0.62], [4.29, 0.45, -0.59], [4.56, -1.19, -1.22], [1.45, 0.70, 3.29], [0.17, -0.31, 2.60], [-1.45, 1.51, 2.08], [-0.91, 2.97, 1.25], [0.48, 3.57, 3.26], [-0.19, 2.18, 4.11], [-1.25, 3.50, 3.60]]}



Record 4
{"formula": "C5H9NO3", "method": "wB97M-V/def2-TZVPD", "smiles": "O=C(O)C[C@H]1NC[C@H]1O", "relative_energy_kj_mol": 219.07, "symbols": ["O", "C", "C", "C", "N", "C", "C", "O", "H", "H", "H", "H", "H", "H", "H", "O", "H", "H"], "positions_angstrom": [[-1.33, -1.74, 1.59], [-0.37, -1.02, 1.67], [0.80, -1.03, 0.71], [0.57, -0.31, -0.62], [-0.61, -0.69, -1.41], [-0.88, 0.71, -1.75], [0.06, 1.16, -0.62], [-0.67, 1.54, 0.52], [1.69, -0.59, 1.18], [1.02, -2.08, 0.49], [1.51, -0.37, -1.19], [-0.42, -1.31, -2.19], [-0.52, 1.02, -2.75], [-1.93, 1.02, -1.64], [0.81, 1.92, -0.88], [-0.25, -0.22, 2.79], [-0.07, 1.76, 1.28], [0.59, 0.23, 2.82]]}



Record 5
{"formula": "C3H5PS", "method": "wB97M-V/def2-TZVPD", "smiles": "C=C=C[PH2]=S", "relative_energy_kj_mol": 136.69, "symbols": ["C", "C", "C", "P", "S", "H", "H", "H", "H", "H"], "positions_angstrom": [[-0.14, -0.40, 0.14], [0.58, 0.70, -0.04], [1.50, 1.65, -0.18], [-1.92, -0.63, -0.11], [-3.25, 0.78, 0.05], [0.39, -1.34, 0.05], [1.85, 2.19, -1.02], [1.98, 2.04, 0.69], [-1.99, -1.91, 0.67], [-1.90, -1.16, -1.32]]}



Record 6
{"formula": "C29H58B3FO11", "method": "wB97M-V/def2-TZVPD", "smiles": "C[C@H](O)CB1OB(F)OB(CC=O)O1.C1CCOC1.C1CCOC1.C1CCOC1.C1CCOC1.C1CCOC1.C1CCOC1", "symbols": ["C", "C", "O", "C", "B", "O", "B", "F", "O", "B", "C", "C", "O", "O", "H", "H", "H", "H", "H", "H", "H", "H", "H", "H", "C", "C", "C", "O", "C", "H", "H", "H", "H", "H", "H", "H", "H", "C", "C", "C", "O", "C", "H", "H", "H", "H", "H", "H", "H", "H", "C", "C", "C", "O", "C", "H", "H", "H", "H", "H", "H", "H", "H", "C", "C", "C", "O", "C", "H", "H", "H", "H", "H", "H", "H", "H", "C", "C", "C", "O", "C", "H", "H", "H", "H", "H", "H", "H", "H", "C", "C", "C", "O", "C", "H", "H", "H", "H", "H", "H", "H", "H"], "positions_angstrom": [[4.00, -5.12, -4.25], [2.59, -5.29, -5.08], [2.49, -6.61, -5.76], [2.29, -4.12, -6.18], [1.07, -3.12, -5.65], [1.33, -1.84, -4.92], [0.01, -1.41, -4.37], [-0.61, -0.08, -4.63], [-0.72, -2.43, -3.53], [-0.82, -3.66, -4.38], [-1.32, -5.13, -3.82], [-2.09, -6.07, -4.92], [-1.93, -6.05, -6.25], [-0.39, -3.46, -5.81], [4.88, -5.78, -4.65], [4.24, -3.96, -4.24], [3.81, -5.42, -3.12], [1.72, -5.27, -4.29], [1.49, -6.72, -5.89], [1.87, -4.65, -7.15], [3.25, -3.47, -6.46], [-2.02, -4.99, -2.88], [-0.33, -5.68, -3.44], [-2.84, -6.89, -4.48], [4.54, -3.90, 1.25], [3.04, -4.04, 1.16], [2.83, -4.12, -0.34], [4.00, -4.73, -0.90], [5.02, -4.77, 0.12], [4.95, -4.20, 2.22], [4.82, -2.85, 1.07], [2.73, -4.98, 1.63], [2.49, -3.22, 1.62], [2.73, -3.12, -0.78], [1.95, -4.71, -0.61], [5.12, -5.81, 0.43], [5.97, -4.43, -0.30], [0.27, 2.00, -0.30], [-0.01, 0.57, -0.71], [1.37, 0.10, -1.13], [2.32, 0.82, -0.35], [1.65, 1.89, 0.32], [-0.48, 2.41, 0.38], [0.31, 2.64, -1.19], [-0.35, 0.00, 0.16], [-0.76, 0.48, -1.49], [1.55, 0.33, -2.19], [1.50, -0.98, -0.98], [1.58, 1.63, 1.39], [2.22, 2.81, 0.23], [-5.46, 0.53, -1.79], [-4.73, 1.15, -2.95], [-3.75, 2.06, -2.26], [-3.43, 1.46, -1.00], [-4.35, 0.39, -0.76], [-5.94, -0.42, -2.02], [-6.22, 1.22, -1.42], [-4.19, 0.37, -3.51], [-5.39, 1.67, -3.65], [-4.19, 3.05, -2.06], [-2.83, 2.21, -2.84], [-3.81, -0.55, -0.88], [-4.72, 0.45, 0.27], [0.25, 3.99, 4.91], [-1.24, 3.85, 4.81], [-1.46, 3.77, 3.32], [-0.28, 3.16, 2.76], [0.73, 3.12, 3.77], [0.66, 3.69, 5.88], [0.54, 5.03, 4.73], [-1.56, 2.91, 5.28], [-1.79, 4.66, 5.28], [-1.56, 4.77, 2.88], [-2.34, 3.18, 3.05], [0.84, 2.07, 4.09], [1.68, 3.45, 3.35], [5.75, 5.01, 4.67], [6.18, 3.95, 3.70], [5.09, 2.91, 3.86], [3.89, 3.62, 4.21], [4.24, 4.97, 4.54], [6.17, 6.00, 4.46], [6.04, 4.73, 5.69], [6.17, 4.35, 2.68], [7.18, 3.55, 3.90], [5.32, 2.22, 4.68], [4.92, 2.33, 2.95], [3.90, 5.61, 3.72], [3.73, 5.27, 5.46], [-7.05, 3.43, 2.23], [-7.20, 2.47, 3.38], [-6.86, 1.14, 2.74], [-5.92, 1.42, 1.69], [-5.88, 2.84, 1.48], [-6.88, 4.46, 2.54], [-7.95, 3.40, 1.60], [-6.47, 2.70, 4.16], [-8.20, 2.48, 3.83], [-7.75, 0.68, 2.28], [-6.43, 0.43, 3.44], [-4.92, 3.20, 1.88], [-5.91, 3.05, 0.41]]}



Record 7
{"formula": "C5H17AsNO", "method": "wB97M-V/def2-TZVPD", "charge": -1, "symbols": ["C", "C", "O", "C", "As", "C", "C", "N", "H", "H", "H", "H", "H", "H", "H", "H", "H", "H", "H", "H", "H", "H", "H", "H", "H"], "positions_angstrom": [[2.28, 1.32, -0.26], [2.09, -0.14, 0.11], [3.11, -0.52, 1.09], [0.73, -0.42, 0.67], [-0.65, -0.78, -0.83], [-1.89, -1.73, 0.52], [-1.61, 1.03, -0.55], [-2.11, 1.31, 0.81], [2.16, 1.94, 0.63], [1.52, 1.61, -0.99], [3.26, 1.51, -0.71], [2.24, -0.77, -0.78], [3.95, -0.18, 0.77], [0.38, 0.39, 1.32], [0.74, -1.35, 1.25], [0.29, -0.04, -1.93], [-1.69, -1.14, -2.01], [0.15, -2.15, -1.12], [-1.53, -2.75, 0.62], [-2.91, -1.73, 0.11], [-1.90, -1.24, 1.50], [-2.39, 1.06, -1.32], [-0.86, 1.79, -0.79], [-2.91, 0.72, 1.02], [-2.43, 2.27, 0.88]]}



Record 8
{"formula": "C4H8N2O", "method": "wB97M-V/def2-TZVPD", "smiles": "Cc1c[nH]cn1.O", "relative_energy_kj_mol": 114.93, "symbols": ["N", "C", "C", "C", "N", "C", "H", "H", "H", "H", "H", "H", "O", "H", "H"], "positions_angstrom": [[-0.33, 1.20, 1.19], [-0.49, 0.84, 2.42], [-0.65, -1.03, 1.30], [-0.51, 0.02, 0.41], [-0.69, -0.47, 2.57], [-0.37, 0.08, -1.09], [-0.42, 1.59, 3.21], [-0.65, -2.10, 1.13], [-0.96, -0.93, 3.44], [-1.33, 0.15, -1.63], [0.14, -0.85, -1.41], [0.26, 0.94, -1.37], [1.77, -0.13, -3.48], [1.78, 0.75, -3.92], [2.45, -0.06, -2.77]]}



Molar mass for the records above, in order: 323.3, 138.6, 428.5, 131.1, 104.1, 634.2, 182.1, 100.1 u
HOMO for the records above, in order: -2.848, -10.083, -8.806, -9.128, -8.938, -9.007, -3.061, -8.572 eV
LUMO energy for the records above, in order: 2.887, 0.395, 0.195, 0.299, 0.498, 0.074, 3.720, 0.917 eV